# C6H10

One molecule with the formula C6H10 in a non-equilibrium geometry (ωB97M-V/def2-TZVPD, the Open Molecules 2025 dataset).

The geometry in XYZ format:
```
16
Properties=species:S:1:pos:R:3:forces:R:3
H -0.492914 1.210763 -2.266448 -0.272 0.126 0.177
H 1.328532 -0.757008 -2.047195 0.038 -0.380 0.374
H -1.611417 -1.144038 0.558255 0.604 -0.129 0.163
C -0.509286 0.559824 -1.389449 -0.212 0.049 -0.085
H -0.268921 2.367903 0.001639 0.199 -0.365 0.053
H 0.423218 0.702836 1.940675 -0.235 -0.334 -0.269
H -1.456449 0.009493 -1.360437 0.323 -0.090 -0.030
C -0.566605 -1.004082 0.897729 1.682 -1.262 -2.148
H -1.325308 0.569513 1.677151 0.003 1.506 0.048
C -0.056046 1.292549 -0.091899 -0.056 -0.159 0.448
H 2.248178 0.919050 0.121770 -0.078 -0.066 -0.325
H -0.410085 -1.616573 1.807685 0.180 0.091 -0.763
C -0.351210 0.468553 1.190341 -1.095 -0.315 0.519
C 0.847492 -0.124938 -1.310792 0.810 1.505 -1.101
C 1.312256 0.766765 -0.414274 0.377 -0.002 -0.432
H 0.206341 -1.280523 -0.106286 -2.266 -0.174 3.373
```
Forces are in eV/Å.

Properties
HOMO: -8.87 eV
gap between HOMO and LUMO: 10.09 eV
structure (SMILES): CC[C@H]1C=CC1
energy relative to the best compared isomer or geometry (same formula, charge and spin): 67.5 kcal per mole

Atomic partial charges in e from the Mulliken method, atoms 1 to 6: atom 1 (H): 0.28, atom 2 (H): 0.44, atom 3 (H): 0.27, atom 4 (C): -0.60, atom 5 (H): 0.37, atom 6 (H): 0.36